A cluster of 10 separate species, C48H126N10O14 in total in a non-equilibrium geometry. Source: OMol25; level of theory: ωB97M-V with the def2-TZVPD basis set.

Calculated values
Calculated total energy: -95372.1321 eV
Energy above the lowest of the compared OMol25 structures with the same formula, charge and spin: 663.40 kJ/mol
Multiplicity: 1
Largest force on an atom: 4.08 eV/A
SMILES: COC[C@H](C)N.COC[C@H](C)N.COC[C@H](C)N.COC[C@H](C)N.COC[C@H](C)N.COC[C@H](C)N.COCCNCCOC.COCCNCCOC.COCCNCCOC.COCCNCCOC

Each line ends with the Mulliken charge.
Atoms and positions in Å:
C 9.48 -14.56 -4.76  -0.85
O 8.83 -13.59 -5.56  -0.21
C 9.43 -12.33 -5.85  -0.97
C 8.78 -11.68 -7.07  0.85
C 9.36 -10.36 -7.51  -1.70
N 7.41 -11.40 -6.80  -0.57
H 10.43 -14.96 -5.12  0.34
H 8.83 -15.42 -4.57  0.23
H 9.75 -14.08 -3.82  0.33
H 9.35 -11.70 -4.96  0.36
H 10.50 -12.49 -6.01  0.40
H 8.87 -12.40 -7.88  0.23
H 9.54 -9.67 -6.69  0.32
H 8.77 -9.90 -8.31  0.40
H 10.32 -10.52 -8.00  0.47
H 7.02 -12.33 -6.67  0.24
H 7.00 -11.09 -7.67  0.14
C 11.09 -14.32 -10.63  -0.78
O 11.68 -13.07 -10.91  -0.28
C 12.14 -12.99 -12.19  -0.77
C 12.39 -11.55 -12.72  0.46
C 11.06 -10.73 -12.68  -1.43
N 13.14 -11.50 -13.91  -0.67
H 11.72 -15.17 -10.91  0.37
H 10.11 -14.39 -11.11  0.33
H 10.90 -14.41 -9.56  0.19
H 13.04 -13.60 -12.11  0.32
H 11.48 -13.48 -12.90  0.39
H 13.04 -11.07 -11.99  0.20
H 10.22 -11.17 -13.21  0.33
H 11.13 -9.68 -12.98  0.43
H 10.62 -10.67 -11.68  0.31
H 13.68 -12.35 -13.93  0.30
H 12.40 -11.63 -14.59  0.31
C 5.89 -12.99 -15.88  -0.68
O 5.84 -14.40 -15.68  -0.31
C 6.99 -15.08 -16.26  -0.73
C 6.90 -16.60 -16.10  0.62
C 7.06 -17.05 -14.65  -1.42
N 7.93 -17.26 -16.84  -0.73
H 5.11 -12.46 -15.33  0.25
H 5.90 -12.70 -16.94  0.32
H 6.80 -12.55 -15.47  0.25
H 7.09 -14.74 -17.29  0.32
H 7.85 -14.65 -15.74  0.29
H 5.89 -16.83 -16.46  0.25
H 7.89 -16.53 -14.17  0.27
H 7.09 -18.13 -14.55  0.42
H 6.14 -16.92 -14.08  0.33
H 7.80 -18.24 -16.62  0.27
H 7.67 -17.17 -17.81  0.27
C 2.15 -7.11 -4.94  -0.84
O 3.54 -6.78 -5.19  -0.22
C 4.51 -7.69 -4.86  -0.80
C 5.85 -7.00 -4.94  0.51
C 6.17 -6.24 -6.27  -1.31
N 6.92 -7.91 -4.57  -0.70
H 2.13 -7.48 -3.91  0.35
H 1.84 -7.94 -5.57  0.32
H 1.44 -6.28 -5.07  0.25
H 4.37 -8.04 -3.83  0.39
H 4.41 -8.60 -5.44  0.39
H 5.85 -6.20 -4.20  0.22
H 5.46 -5.44 -6.48  0.35
H 6.13 -6.92 -7.12  0.19
H 7.14 -5.80 -6.03  0.37
H 7.08 -8.62 -5.27  0.21
H 6.52 -8.36 -3.75  0.29
C 7.70 -19.10 -9.44  -0.77
O 6.70 -18.83 -8.44  -0.33
C 6.52 -17.43 -8.16  -0.53
C 5.67 -17.17 -6.95  0.38
C 4.12 -17.43 -7.17  -1.33
N 5.74 -15.74 -6.59  -0.61
H 7.90 -20.16 -9.54  0.32
H 8.72 -18.75 -9.28  0.32
H 7.48 -18.73 -10.44  0.27
H 7.48 -16.93 -8.05  0.32
H 6.06 -16.92 -9.01  0.27
H 6.01 -17.76 -6.10  0.30
H 3.90 -18.47 -7.40  0.34
H 3.80 -16.79 -8.00  0.31
H 3.59 -17.22 -6.24  0.38
H 6.70 -15.45 -6.46  0.11
H 5.37 -15.57 -5.67  0.27
C 2.37 -1.67 -7.19  -0.71
O 2.36 -1.50 -8.62  -0.26
C 2.31 -0.10 -9.02  -0.70
C 1.39 0.20 -10.23  0.52
C 1.86 -0.41 -11.46  -1.28
N 1.47 1.62 -10.52  -0.74
H 1.51 -1.25 -6.67  0.32
H 3.24 -1.13 -6.82  0.33
H 2.51 -2.71 -6.90  0.18
H 1.88 0.48 -8.20  0.36
H 3.35 0.18 -9.21  0.25
H 0.41 -0.23 -10.02  0.29
H 1.08 -0.38 -12.22  0.36
H 1.93 -1.50 -11.44  0.18
H 2.76 0.05 -11.87  0.36
H 0.73 1.98 -11.10  0.27
H 2.35 1.77 -11.00  0.27
C -3.88 -5.31 -8.95  -0.72
O -3.78 -6.15 -7.86  -0.33
C -3.53 -7.49 -8.17  -0.12
C -3.22 -8.24 -6.84  -0.76
N -2.62 -9.59 -7.08  -0.25
C -2.31 -10.28 -5.81  -0.53
C -1.59 -11.62 -6.15  -0.72
O -0.24 -11.17 -6.44  -0.17
C 0.64 -12.14 -6.91  -0.79
H -2.94 -4.99 -9.40  0.23
H -4.28 -4.41 -8.48  0.29
H -4.45 -5.60 -9.84  0.31
H -2.62 -7.55 -8.76  0.10
H -4.32 -7.97 -8.76  0.32
H -4.17 -8.29 -6.30  0.30
H -2.62 -7.54 -6.25  0.33
H -1.74 -9.42 -7.56  0.19
H -3.22 -10.63 -5.33  0.39
H -1.67 -9.62 -5.23  0.31
H -2.01 -12.12 -7.02  0.36
H -1.75 -12.31 -5.32  0.43
H 0.75 -12.89 -6.12  0.34
H 1.62 -11.74 -7.17  0.23
H 0.19 -12.72 -7.72  0.27
C -1.26 -11.67 -12.00  -0.59
O -2.49 -11.86 -12.61  -0.36
C -3.46 -11.06 -12.02  -0.44
C -4.65 -11.07 -12.96  -0.77
N -5.39 -12.31 -12.74  -0.32
C -6.65 -12.24 -13.49  -0.63
C -7.41 -13.53 -13.32  -0.39
O -8.47 -13.42 -14.24  -0.29
C -9.44 -14.49 -14.15  -0.67
H -1.40 -11.69 -10.92  0.26
H -0.87 -10.71 -12.35  0.22
H -0.51 -12.43 -12.24  0.27
H -3.12 -10.03 -11.92  0.34
H -3.70 -11.46 -11.03  0.32
H -4.37 -10.94 -14.00  0.37
H -5.29 -10.25 -12.62  0.43
H -4.89 -13.13 -13.04  0.25
H -6.27 -12.08 -14.49  0.31
H -7.26 -11.41 -13.15  0.23
H -7.75 -13.64 -12.28  0.38
H -6.75 -14.34 -13.64  0.30
H -9.62 -14.57 -13.08  0.30
H -8.92 -15.36 -14.53  0.27
H -10.33 -14.24 -14.72  0.22
C 5.21 -11.81 -11.14  -0.85
O 4.81 -10.59 -10.47  -0.19
C 4.57 -9.48 -11.30  -0.61
C 3.89 -8.42 -10.46  -0.35
N 3.66 -7.21 -11.16  0.44
C 3.04 -6.12 -10.33  -1.00
C 1.63 -6.52 -9.80  -0.49
O 0.78 -6.99 -10.86  -0.22
C 0.59 -6.03 -11.94  -0.69
H 5.33 -12.62 -10.43  0.27
H 6.13 -11.60 -11.69  0.30
H 4.45 -12.11 -11.86  0.31
H 3.89 -9.70 -12.12  0.35
H 5.50 -9.22 -11.80  0.28
H 4.57 -8.08 -9.67  0.16
H 2.99 -8.90 -10.07  0.10
H 3.06 -7.36 -11.96  -0.03
H 3.00 -5.21 -10.92  0.38
H 3.72 -5.84 -9.52  0.40
H 1.07 -5.72 -9.32  0.48
H 1.73 -7.32 -9.06  0.20
H -0.23 -6.43 -12.54  0.24
H 1.49 -5.91 -12.55  0.20
H 0.13 -5.07 -11.70  0.29
C 9.95 -6.21 -10.59  -0.54
O 9.32 -5.81 -11.77  -0.39
C 8.01 -6.32 -12.01  -0.43
C 7.37 -5.79 -13.38  -0.54
N 6.36 -6.76 -13.81  -0.37
C 5.56 -6.13 -14.79  -0.78
C 4.62 -7.10 -15.54  -0.77
O 3.46 -7.30 -14.72  -0.12
C 2.37 -7.79 -15.46  -0.82
H 10.21 -7.26 -10.62  0.18
H 9.30 -6.03 -9.73  0.26
H 10.85 -5.60 -10.45  0.27
H 7.22 -6.04 -11.31  0.31
H 8.06 -7.40 -12.13  0.31
H 8.08 -5.68 -14.20  0.36
H 6.81 -4.86 -13.30  0.31
H 5.81 -7.00 -12.99  0.19
H 6.21 -5.62 -15.50  0.57
H 5.00 -5.28 -14.40  0.37
H 5.01 -8.06 -15.88  0.35
H 4.21 -6.62 -16.42  0.46
H 1.72 -8.26 -14.73  0.16
H 2.76 -8.46 -16.22  0.41
H 1.80 -7.06 -16.03  0.29